C5H12N2 | the ωB97M-V functional and the def2-TZVPD basis

Each atom is followed by the atoms it is bonded to, with distances in Å.
Geometry (Å):
1 C -2.114 1.745 0.796  C2 1.547, H8 1.094, H9 1.093, H10 1.087
2 C -1.114 0.574 0.940  C1 1.547, C3 1.543, H11 1.090, H12 1.093
3 C 0.295 0.815 0.356  C2 1.543, C4 1.525, H13 1.092, H14 1.093
4 C 0.899 -0.488 -0.155  C3 1.525, N5 1.383, C6 1.337
5 N 1.420 -1.208 0.904  C4 1.383, H15 1.016, H16 1.015
6 C 0.790 -0.908 -1.420  C4 1.337, N7 1.411, H17 1.086
7 N 1.537 -1.858 -2.148  C6 1.411, H18 1.023, H19 1.021
8 H -3.118 1.349 0.619  C1 1.094
9 H -1.991 2.358 -0.099  C1 1.093
10 H -2.036 2.338 1.704  C1 1.087
11 H -1.567 -0.250 0.389  C2 1.090
12 H -1.022 0.379 2.011  C2 1.093
13 H 0.214 1.565 -0.434  C3 1.092
14 H 0.967 1.286 1.079  C3 1.093
15 H 1.870 -0.775 1.705  N5 1.016
16 H 2.079 -1.967 0.766  N5 1.015
17 H 0.190 -0.214 -2.001  C6 1.086
18 H 1.479 -2.847 -1.893  N7 1.023
19 H 1.223 -1.893 -3.119  N7 1.021

- E_HOMO (eV) = -7.1
- structure (SMILES) = CCC/C(N)=C/N
- molecular weight (g mol⁻¹) = 100.2
- spin multiplicity = 1
- HOMO-LUMO gap (Eh) = 0.3025

C5H12N2 | the ωB97M-V functional and the def2-TZVPD basis

Each atom is followed by the atoms it is bonded to, with distances in Å.
Geometry (Å):
1 C -2.144 0.129 -1.026  C2 1.492, H8 1.092, H9 1.093, H10 1.094
2 C -1.075 -0.545 -0.233  C1 1.492, C3 1.359, H11 1.080
3 C -0.386 0.028 0.790  C2 1.359, C4 1.507, N5 1.375
4 C -0.626 1.445 1.242  C3 1.507, H12 1.092, H13 1.088, H14 1.091
5 N 0.753 -0.541 1.310  C3 1.375, N6 1.750, H15 1.010
6 N 1.518 -1.324 -0.055  N5 1.750, C7 1.451, H16 1.022
7 C 2.228 -0.328 -0.837  N6 1.451, H17 1.099, H18 1.090, H19 1.096
8 H -2.469 -0.512 -1.848  C1 1.092
9 H -3.012 0.344 -0.398  C1 1.093
10 H -1.804 1.077 -1.452  C1 1.094
11 H -0.886 -1.583 -0.463  C2 1.080
12 H -1.674 1.598 1.511  C4 1.092
13 H -0.006 1.660 2.109  C4 1.088
14 H -0.381 2.160 0.456  C4 1.091
15 H 0.535 -1.396 1.800  N5 1.010
16 H 2.204 -2.018 0.250  N6 1.022
17 H 3.034 0.158 -0.270  C7 1.099
18 H 1.526 0.441 -1.159  C7 1.090
19 H 2.666 -0.792 -1.728  C7 1.096

- E_HOMO (eV) = -8.3
- structure (SMILES) = C/C=C(\C)NNC
- molecular weight (g mol⁻¹) = 100.2
- spin multiplicity = 1
- HOMO-LUMO gap (Eh) = 0.3475

C5H12N2 | the ωB97M-V functional and the def2-TZVPD basis

Each atom is followed by the atoms it is bonded to, with distances in Å.
Geometry (Å):
1 C 0.772 -1.517 -0.153  C2 1.462, H8 1.094, H9 1.121
2 C 1.072 -0.110 -0.416  C1 1.462, C4 1.560, N6 1.469, H10 1.214
3 C -1.245 -0.547 -0.473  C5 1.500, N6 1.421, H11 1.081
4 C 2.115 0.658 0.454  C2 1.560, H12 1.105, H13 1.097, H14 1.091
5 C -2.394 -0.526 0.491  C3 1.500, H15 1.106, H16 1.053, H17 1.156
6 N -0.270 0.457 -0.224  C2 1.469, C3 1.421, N7 1.399
7 N -0.699 1.786 -0.139  N6 1.399, H18 1.108, H19 1.052
8 H 1.232 -2.227 -0.846  C1 1.094
9 H 1.043 -1.883 0.871  C1 1.121
10 H 1.472 -0.101 -1.562  C2 1.214
11 H -1.625 -0.693 -1.474  C3 1.081
12 H 2.882 0.016 0.924  C4 1.105
13 H 1.608 1.091 1.324  C4 1.097
14 H 2.657 1.269 -0.270  C4 1.091
15 H -1.962 -0.358 1.495  C5 1.106
16 H -2.904 -1.393 0.178  C5 1.053
17 H -3.016 0.425 0.282  C5 1.156
18 H -0.480 2.287 0.824  N7 1.108
19 H -0.381 2.330 -0.981  N7 1.052

- E_HOMO (alpha / beta) (eV) = -7.9 / -7.9
- molecular weight (g mol⁻¹) = 100.2
- spin multiplicity = 1
- HOMO-LUMO gap (alpha / beta) (Eh) = 0.3201 / 0.3201

Calculated energy above the lowest of the compared OMol25 structures with the same formula, charge and spin (kcal/mol), listed in the same order as above: 31.4, 74.2, 127.3